Entry P
# C2H7OS

A cluster of 2 separate species, C2H7OS in total (ωB97M-V/def2-TZVPD, the OMol25 dataset).

Bonds (Å) are listed after each position.
Cartesian coordinates (Å):
1 H 0.414 0.207 -2.421  C3 1.084
2 H -0.360 -0.825 3.304  C9 1.096
3 C 0.291 1.274 -2.568  H1 1.084, H4 1.089, S5 1.831, H8 1.092
4 H -0.076 1.646 -3.523  C3 1.089
5 S -1.014 1.899 -1.446  C3 1.831
6 H -1.296 -0.889 1.868  C9 1.086
7 O 0.858 -0.882 1.668  C9 1.439, H11 0.957
8 H 1.312 1.655 -2.494  C3 1.092
9 C -0.375 -1.268 2.302  H2 1.096, H6 1.086, O7 1.439, H10 1.089
10 H -0.306 -2.345 2.451  C9 1.089
11 H 0.552 -0.471 0.860  O7 0.957

Net charge: 0
Multiplicity: 2
Gap between HOMO and LUMO (alpha / beta): 10.38 / 7.06 eV
Highest occupied orbital energy (alpha / beta): -0.352 / -0.337 Eh
M: 79.14 u

Entry Q
# C2H7OS

A cluster of 2 separate species, C2H7OS in total (ωB97M-V/def2-TZVPD, the OMol25 dataset).

Bonds (Å) are listed after each position.
Cartesian coordinates (Å):
1 C -0.221 -1.131 0.737  S3 1.861, H4 1.114, C7 1.598, H10 1.117
2 O 2.425 4.222 -1.807  H8 0.984, H9 1.034
3 S -0.719 -0.371 -0.887  C1 1.861
4 H -0.046 -0.540 1.665  C1 1.114
5 H -1.380 -2.852 0.441  C7 1.066
6 H -2.506 -1.608 0.943  C7 1.230
7 C -1.407 -2.099 1.196  C1 1.598, H5 1.066, H6 1.230, H11 1.066
8 H 1.531 3.946 -2.109  O2 0.984
9 H 2.882 4.475 -2.699  O2 1.034
10 H 0.656 -1.675 0.310  C1 1.117
11 H -1.215 -2.366 2.210  C7 1.066

Net charge: 0
Multiplicity: 2
Gap between HOMO and LUMO (alpha / beta): 10.08 / 7.04 eV
Highest occupied orbital energy (alpha / beta): -0.342 / -0.327 Eh
M: 79.14 u

Which one is most stable, and which one is least stable? entry P is the most stable of them, while entry Q is the least stable.